Record 1
The molecule C2HN3. Source: the OMol25 dataset; level of theory: wB97M-V/def2-TZVPD.

For the total energy, the calculation gives -6553.623 eV. The largest force on an atom is 2.95 eV/Å. Its multiplicity is 1. Its net charge is 0. The calculation puts the HOMO-LUMO gap at 8.56 eV.

Positions of all 6 atoms, in Å:
N (-0.2159, -0.9227, -0.0739)
N (1.3040, 0.4239, 0.1322)
N (1.0203, -0.9042, -0.0433)
C (-1.1221, -0.1617, -0.2502)
C (1.0054, 1.5131, -0.1499)
H (-1.9916, 0.0516, 0.3851)

Record 2
The ion C4H12N3 with charge +1. Source: the OMol25 dataset; level of theory: wB97M-V/def2-TZVPD.

For the total energy, the calculation gives -8804.745 eV. The largest force on an atom is 4.06 eV/Å. Its multiplicity is 1. The SMILES is NCC/C(N)=C/[NH3+]. Its net charge is +1. The calculation puts the HOMO-LUMO gap at 9.03 eV.

Positions of all 19 atoms, in Å:
N (1.3049, 1.5599, -2.3440)
N (-1.6079, 0.4411, 0.3710)
N (-0.8236, -1.9917, 1.7182)
C (0.1404, -1.0382, 1.2165)
C (0.8528, 0.5049, -1.3824)
C (-0.2670, 0.1279, 0.7017)
C (0.7075, 1.0285, 0.1066)
H (-0.5458, -2.9850, 1.5486)
H (0.3473, 2.0902, 0.2971)
H (1.5478, -0.4031, -1.2100)
H (1.7345, 0.9389, 0.6048)
H (1.2041, -1.3115, 1.2614)
H (-2.3360, 0.2847, 1.1543)
H (-0.0409, -0.0569, -1.7842)
H (-1.0965, -1.7574, 2.6583)
H (0.5104, 1.9392, -2.8531)
H (-1.7894, 1.3952, -0.0275)
H (-1.6627, -1.7838, 1.1675)
H (1.8200, 1.0171, -3.2047)